C37H81BF6N14O32PS3 | wB97M-V/def2-TZVPD

Geometry as XYZ:
```
175
Properties=species:S:1:pos:R:3:forces:R:3
C -0.722035 -0.098254 0.444309 -0.5452 -0.4765 -0.0532
C 0.333580 0.171899 -0.088253 1.7293 0.3138 1.8021
C 1.883745 0.358743 -0.300052 -2.4496 -1.0055 -3.1335
C 2.602188 -0.997429 0.105933 -0.6203 -0.7351 0.9454
C 2.189677 -2.195863 -0.875943 -0.4610 -0.7751 1.4649
C 2.067868 -3.546726 -0.004176 0.2006 0.0869 -1.5180
C 1.165712 -4.632906 -0.715352 0.3459 -1.3538 1.0549
C 1.189868 -5.938648 0.228521 0.2091 0.5992 0.3161
C 0.157179 -5.826110 1.435812 0.3695 -0.7772 0.3098
C 0.865991 -5.845872 2.877151 -0.4034 -0.0569 -0.5311
O 1.945592 0.299792 -1.767727 0.8516 1.3714 1.2467
P 3.234942 1.247684 -2.426857 1.4289 0.1776 -3.4384
C 2.696528 0.707693 -4.208155 -1.4150 0.1673 -0.4613
C 1.133892 0.918790 -4.400258 0.8973 -0.1930 0.6890
F 0.848357 1.275093 -5.778028 -0.1258 -0.5441 0.9575
C 4.573575 -0.123987 -2.454198 1.7768 -0.7011 0.8080
B 5.794302 0.316008 -3.419228 -0.9668 -0.1165 0.2352
O 5.828508 -0.255530 -4.733799 0.1916 1.0355 0.5206
O 6.838000 1.193502 -3.019608 -0.1444 -1.6737 -0.7946
O 3.712269 1.796715 -0.810456 -2.9346 0.1557 0.9010
C 2.552481 1.765379 0.039453 3.9610 -0.1072 0.8089
C 3.196124 2.057806 1.460892 0.0006 -0.4903 1.1524
C 2.683199 1.166808 2.652424 -0.3138 -0.1735 1.1697
C 1.177112 1.413670 3.059008 -0.2911 1.5604 -0.0610
S 0.494033 0.122953 4.206329 -0.6331 0.3379 -0.5690
C -1.218492 0.777485 4.514161 0.1547 0.8143 0.3354
S -1.406415 1.731725 5.861858 0.2315 -0.9581 -1.2406
N -2.336479 0.434564 3.601919 0.4732 1.0329 2.1103
C -2.640580 1.698141 2.851001 -0.0936 0.7651 -1.1421
C -3.548533 1.472656 1.565659 0.7837 -0.4078 -0.1336
C -3.486079 0.102195 4.519060 -1.3489 -1.2383 -0.0129
C -4.614939 -0.767058 3.826477 0.0461 0.8885 -0.7874
S 1.470781 3.297592 -0.247406 -6.2481 -1.2653 -0.8190
O 0.465208 3.078630 -1.312943 2.3969 0.4558 0.6154
O 0.713990 3.692036 0.958192 2.4932 -0.0728 -0.4801
C 2.458461 4.787111 -0.774505 1.6700 1.7260 0.2264
F 3.086575 5.315142 0.380052 -0.5633 -0.9159 -1.7440
F 3.395082 4.560301 -1.756720 -1.1732 0.3565 1.7540
C 1.536221 5.988291 -1.323275 -0.5309 -0.9590 -0.9769
F 0.326171 6.073287 -0.698545 2.0747 0.3868 -0.8116
F 2.239276 7.191358 -1.210670 -1.4131 -2.0637 -0.2408
F 1.297311 5.707007 -2.662085 0.3907 1.1111 2.1727
H -1.684766 -0.431142 0.896336 1.4093 0.6148 -0.7527
H 2.192212 -1.310673 1.119915 0.7021 0.5262 -1.0619
H 3.723347 -0.952197 0.152409 -1.1023 0.4033 0.0149
H 2.973776 -2.412679 -1.647213 -0.9576 0.5878 0.5283
H 1.177461 -2.048015 -1.336492 1.1754 0.1980 0.2583
H 3.120173 -3.980392 0.025063 -1.2692 0.4056 0.5058
H 1.649383 -3.369341 1.026663 0.5771 -0.0717 -0.9229
H 0.075154 -4.328662 -0.774259 1.3354 -0.0470 -0.2806
H 1.573962 -4.956603 -1.722041 -0.5623 0.8107 1.0875
H 2.222375 -6.017946 0.702782 -1.1040 0.0349 -0.7534
H 1.043138 -6.884582 -0.363462 -0.0609 0.9540 0.5140
H -0.515339 -6.742532 1.404348 0.5637 1.2507 0.0120
H -0.498352 -4.914200 1.349126 0.7349 -0.8664 -0.0557
H 0.334228 -5.114259 3.554157 0.6230 -1.0221 -0.4785
H 1.956538 -5.567906 2.834620 -1.1192 -0.1136 -0.0906
H 0.814005 -6.903876 3.269479 0.0332 1.2570 -0.0931
H 4.335797 2.111185 -2.875870 -0.1594 0.0821 -0.1806
H 2.434542 2.416723 -2.746808 -0.3578 -0.2141 1.1858
H 3.252820 1.403589 -4.916938 -0.6894 -0.9059 0.6854
H 2.894027 -0.380345 -4.414359 0.1233 1.1278 -0.0112
H 0.599638 -0.034019 -4.094234 0.4282 1.0208 -0.8228
H 0.708372 1.738499 -3.758663 0.5917 -0.5956 -0.7123
H 4.230714 -1.128882 -2.827867 0.1481 0.8892 0.6497
H 5.038238 -0.208370 -1.414566 -0.6626 -0.1713 -1.0577
H 5.475543 0.374456 -5.387236 0.2593 -0.4133 0.3157
H 7.595397 0.932213 -3.588230 -0.5544 0.6248 0.2957
H 3.088014 3.140297 1.787114 -0.1090 -1.2356 -0.5758
H 4.315405 1.897066 1.369084 -1.4288 -0.0203 -0.1483
H 3.305779 1.454267 3.561889 -0.6763 -0.3898 -1.0674
H 2.831232 0.058873 2.530723 0.0801 1.1698 -0.3246
H 1.135039 2.404057 3.615897 -0.0597 -1.1373 -0.6259
H 0.462251 1.508014 2.199584 0.9906 -0.2828 0.6335
H -3.135228 2.465362 3.521041 0.5877 -0.8333 -0.3357
H -1.657410 2.149547 2.517422 -1.0732 -0.5243 0.3802
H -3.857732 0.393028 1.469250 0.3924 1.3992 0.2714
H -2.914816 1.706495 0.654114 -0.8970 -0.2234 0.9602
H -4.476898 2.109004 1.536049 0.9688 -0.6368 0.2003
H -3.111980 -0.500293 5.404131 -0.2716 0.8672 -1.0838
H -3.989410 1.043374 4.903590 0.8256 -0.9451 -0.2490
H -4.225294 -1.622634 3.211692 -0.1680 0.7680 0.8320
H -5.183381 -0.085645 3.116994 0.5980 -0.9499 0.7654
H -5.356433 -1.118904 4.587649 1.0061 0.1367 -0.7347
C -2.921955 -3.094413 7.079211 -0.0477 -0.2695 -0.0109
N -3.708842 -4.007434 6.206065 0.1406 -0.1209 -0.0160
O -3.977038 -5.114661 6.641450 -0.0525 0.2636 -0.2634
O -4.026916 -3.575144 5.114693 -0.0046 -0.2998 0.2798
H -2.707620 -3.603114 8.014443 -0.1298 0.0000 -0.1268
H -2.001194 -2.850431 6.551591 -0.1489 0.1151 -0.0620
H -3.523421 -2.208765 7.252071 0.0344 -0.1332 -0.2171
C 0.143660 8.857188 -2.603882 0.0476 -0.1723 -0.1428
N -0.290151 10.188438 -3.106930 -0.0336 0.0476 -0.1239
O -0.267723 10.367996 -4.311152 -0.0641 0.1031 0.3621
O -0.637324 11.004765 -2.273056 0.0845 -0.1693 -0.3095
H 0.423487 8.235892 -3.450765 -0.0480 0.1379 0.0343
H 0.993901 9.016539 -1.946205 -0.1910 0.0595 0.0378
H -0.695404 8.420794 -2.065265 0.1068 0.0958 0.0809
C -6.506079 0.025612 -2.034291 -0.1630 0.1040 -0.2373
N -5.958032 0.363455 -0.693810 0.0503 -0.0288 -0.0188
O -6.606073 1.132322 0.000421 0.1922 -0.2302 -0.0220
O -4.902420 -0.151502 -0.385737 -0.6022 0.0615 -0.2673
H -7.445279 0.553757 -2.170708 0.1110 -0.0641 0.0888
H -5.775325 0.339435 -2.777718 0.0284 -0.1191 0.0869
H -6.661646 -1.050701 -2.063146 0.1068 0.0763 -0.0168
C 0.264574 -4.143301 -5.615245 -0.2950 0.0593 -0.1972
N 0.899207 -3.867298 -4.302098 -0.0707 0.1419 -0.0278
O 0.299065 -3.124228 -3.545625 0.3303 -0.2441 -0.0567
O 1.971066 -4.401527 -4.080022 -0.2873 0.2332 0.0331
H -0.675732 -3.599468 -5.665780 0.1466 -0.0380 0.0646
H 0.949549 -3.802465 -6.389842 0.0451 -0.1180 0.0881
H 0.094687 -5.218154 -5.682345 0.2330 0.3073 -0.0070
C -10.497904 0.124112 -0.348931 -0.1073 0.1632 0.2280
N -10.255767 -1.214069 -0.951910 -0.0874 -0.1677 0.0658
O -10.888645 -2.152321 -0.507629 0.2538 0.1979 -0.2465
O -9.435579 -1.270031 -1.850904 -0.2443 -0.0596 0.2285
H -11.245886 0.024741 0.433210 0.0789 -0.1015 -0.1056
H -9.552246 0.474680 0.062547 -0.0095 0.0195 -0.1561
H -10.851716 0.781378 -1.140850 0.1586 -0.0384 0.0123
C 8.022542 0.655844 0.186599 0.1352 0.2325 -0.1339
N 7.415551 -0.690345 0.354537 -0.0368 -0.0943 -0.1732
O 7.837242 -1.586946 -0.358072 -0.2946 0.2119 0.5226
O 6.537268 -0.797247 1.196037 0.4219 -0.1567 -0.3526
H 8.781733 0.603823 -0.588669 -0.1564 -0.0911 0.0370
H 7.226092 1.341093 -0.099709 0.0087 -0.0751 0.0428
H 8.464345 0.938077 1.140853 -0.1640 -0.0243 0.0017
C -2.251629 -0.694487 -6.696916 0.3627 -0.0832 0.2561
N -2.989920 -1.869173 -7.239002 0.0771 0.1236 0.0781
O -2.659609 -2.969424 -6.829354 -0.2998 0.1071 -0.2653
O -3.867803 -1.646240 -8.049983 0.2530 -0.2595 0.2161
H -1.504086 -1.047986 -5.990690 -0.0716 -0.0436 -0.1141
H -1.779948 -0.186953 -7.535709 -0.1570 0.0458 0.0590
H -2.973248 -0.051220 -6.203404 0.0328 -0.0691 -0.1853
C 8.759559 -3.296659 2.595045 0.0022 0.1233 -0.2731
N 9.453137 -3.300622 3.911231 0.0811 0.0293 0.0243
O 10.554384 -2.781449 3.967176 -0.2884 -0.1701 0.1530
O 8.867346 -3.824667 4.840126 0.2718 0.1712 -0.2005
H 9.394358 -2.801167 1.865202 -0.0068 -0.0531 0.1381
H 8.586476 -4.333312 2.313699 -0.1133 0.0885 0.0908
H 7.820962 -2.758654 2.717558 -0.0069 -0.1586 0.0064
C -7.078987 2.396657 5.594647 0.1015 0.2720 0.1337
N -6.706169 0.958584 5.532042 -0.0167 -0.1343 0.0289
O -6.048026 0.509427 6.454226 -0.2820 -0.0108 -0.2344
O -7.087245 0.334703 4.560254 -0.3234 0.3701 0.5559
H -6.674414 2.823237 6.508896 0.0121 -0.1367 -0.0818
H -6.653100 2.884167 4.719440 -0.1215 -0.0848 -0.0099
H -8.165605 2.454149 5.589110 0.0850 -0.0318 -0.1379
C -1.307187 -0.526293 10.674190 0.1644 0.0250 0.2741
N -2.097482 -1.444419 9.811745 -0.0120 -0.0075 0.0366
O -2.362876 -2.545780 10.259412 -0.0021 0.2824 -0.2315
O -2.421485 -1.023885 8.716298 0.2208 0.0913 0.6631
H -1.090182 -1.028995 11.613088 -0.0800 -0.0391 -0.1404
H -0.388273 -0.286910 10.142378 -0.1494 0.0842 -0.0519
H -1.909156 0.364379 10.842629 0.0827 -0.0200 -0.1572
C -1.276920 -9.100028 -4.875968 -0.1260 -0.2347 0.1190
N -0.271065 -8.006020 -4.824201 0.2007 0.0297 0.2198
O 0.493793 -7.993269 -3.881642 -0.1967 0.1176 -0.3706
O -0.290222 -7.197959 -5.738278 -0.0361 -0.4886 0.2318
H -1.143949 -9.738148 -4.006325 0.0717 0.1426 -0.0570
H -2.262849 -8.639426 -4.870154 0.0909 -0.0053 -0.1347
H -1.107371 -9.658219 -5.794566 -0.0811 0.1465 -0.0027
C -3.954100 3.718565 -6.280406 0.2211 0.1655 -0.1496
N -4.620170 2.391887 -6.186388 0.0034 -0.0734 -0.1026
O -4.252575 1.523723 -6.958128 -0.3582 0.3336 0.3192
O -5.487384 2.270399 -5.340683 0.2369 -0.0826 -0.2323
H -3.208956 3.680400 -7.070618 -0.0949 -0.1050 0.0823
H -4.721829 4.455331 -6.508340 0.0146 -0.0631 0.1525
H -3.486747 3.919726 -5.318336 -0.1387 0.0079 -0.0255
C 5.384078 7.322330 -0.949184 -0.1820 -0.1168 0.1784
N 6.700347 8.006245 -0.834132 0.0644 0.0338 0.0769
O 7.104438 8.260964 0.286383 0.0240 -0.0004 -0.3778
O 7.279633 8.262615 -1.873561 -0.0884 -0.0173 0.3550
H 4.986010 7.157973 0.048482 0.1208 0.0495 -0.0822
H 4.727004 7.970964 -1.524455 0.1252 -0.1012 -0.0800
H 5.549260 6.374858 -1.459152 -0.0368 0.1236 -0.0793
```
Forces are in eV/Å.

**Frontier orbital gap**: 6.2 eV
**Charge**: -1
**E_LUMO**: 1.10 eV

Results of the Mulliken charge analysis, in e, for atoms 1 through 6: atom 1 (C): -0.91, atom 2 (C): -1.81, atom 3 (C): 1.70, atom 4 (C): -0.13, atom 5 (C): 0.20, atom 6 (C): -0.63